Entry 1:
14
Properties=species:S:1:pos:R:3 method="wB97M-V/def2-TZVPD" fmax_ev_per_a=0.439 homo_energy_ev=-9.13 homo_lumo_gap_ev=10.02 e_lumo_ha=0.033
C 1.59694 0.98111 -0.96729
N 0.63328 0.15830 -0.97387
C 0.29027 -0.37181 0.34427
N 0.53150 -1.77970 0.50604
C -1.17537 -0.04741 0.67149
N -1.73904 0.95103 -0.05640
O -1.73555 -0.61761 1.59024
H 2.18090 1.19281 -0.06157
H 1.86850 1.52273 -1.87295
H 0.87167 0.18156 1.10421
H -0.29334 -2.28755 0.79394
H 1.04123 -2.21151 -0.24564
H -1.36457 1.16512 -0.96873
H -2.70640 1.16294 0.13626

---

Entry 2:
14
Properties=species:S:1:pos:R:3 method="wB97M-V/def2-TZVPD" fmax_ev_per_a=2.308 homo_energy_ev=-8.23 homo_lumo_gap_ev=8.79 e_lumo_ha=0.020
C -1.30134 0.90331 0.73645
N -0.58489 1.14781 -0.49060
C 0.49144 0.44443 -0.30609
N 1.72083 0.95841 -0.36057
C 0.52989 -1.10291 -0.22506
N -0.62511 -1.71288 -0.58120
O 1.58168 -1.68510 -0.01669
H -1.10731 1.70864 1.45068
H -0.62143 0.12927 1.24343
H -2.39668 0.78787 0.62623
H 2.49377 0.34681 -0.14922
H 1.79972 1.95024 -0.21103
H -1.38345 -1.16909 -0.96476
H -0.59711 -2.70680 -0.75157

---

Entry 3:
14
Properties=species:S:1:pos:R:3 method="wB97M-V/def2-TZVPD" fmax_ev_per_a=3.091 homo_energy_ev=-7.58 homo_lumo_gap_ev=7.94 e_lumo_ha=0.013
C -1.30269 0.24254 -1.31970
C -0.97095 -0.12127 -0.04553
N -1.37426 0.59069 1.07103
C 2.21263 0.45549 -0.45945
O 0.41680 -1.23110 1.41787
N 0.05535 -1.00786 0.07744
N 1.23420 -0.11414 -0.99542
H 0.90050 -2.06721 1.38972
H -2.29413 0.99523 1.01205
H -1.17831 0.14986 1.95616
H -0.97606 -0.33968 -2.16088
H -2.03881 1.00892 -1.50309
H 2.71653 0.04867 0.42622
H 2.59920 1.38986 -0.86642

---

Entry 4:
14
Properties=species:S:1:pos:R:3 method="wB97M-V/def2-TZVPD" fmax_ev_per_a=1.045 homo_energy_ev=-7.96 homo_lumo_gap_ev=8.49 e_lumo_ha=0.019
N 1.48977 0.79950 0.39163
C 0.15128 0.38062 0.32378
N -0.48563 0.46302 1.57315
C -0.63210 0.84399 -0.85604
C -0.97034 -0.30522 -1.49733
O -1.56692 -0.84362 -2.38887
N 0.00837 -1.20247 -0.35111
H 1.97471 0.75796 -0.49132
H 2.03791 0.45366 1.16746
H -0.00861 0.03564 2.35583
H -1.46852 0.24019 1.54176
H -0.80928 1.86692 -1.14194
H -0.55965 -1.88256 0.14765
H 0.83901 -1.60763 -0.77465